C37H41N6ReSb as an isolated structure, computed with ωB97M-V/def2-TZVPD.

For the maximum force, the calculation gives 0.45 eV Å⁻¹. As for the energy relative to the best compared isomer or geometry (same formula, charge and spin): 10.0 kcal per mole. The calculation puts the HOMO energy (spin up / spin down) at -0.4667 / -0.4797 Eh. For the HOMO-LUMO gap (spin up / spin down), the calculation gives 7.0 / 6.1 eV.

The geometry in ORCA input format:
```
! RIJCOSX wB97M-V def2-TZVPD def2/J DEFGRID3
* xyz 2 4
H 1.901 3.941 -1.565
H -0.698 -4.295 -0.593
H -0.383 -4.325 1.151
H 4.587 0.578 -3.877
C -2.607 -3.455 3.398
N -1.961 1.211 -0.436
C 3.132 0.787 -2.332
C -1.995 -1.913 1.634
H 4.596 2.933 2.951
C -4.330 1.317 -0.943
H -2.770 4.299 -1.431
H -1.993 -1.778 -2.291
H -4.606 -2.406 0.099
C -3.278 -0.738 -0.079
H 1.775 -2.594 2.647
C 3.294 0.725 0.753
C 0.802 -0.159 4.170
C -1.679 -2.933 4.253
H -6.447 1.165 -1.356
H 4.984 0.643 2.062
C 1.846 0.465 -1.887
C -1.112 0.630 -3.118
H 3.204 -1.972 1.798
C 4.149 1.234 1.710
C -2.776 -2.947 2.093
H 3.469 -0.263 0.341
H 3.107 -3.922 -1.164
C -4.495 -1.368 -0.171
C -0.858 -1.865 3.821
H 1.513 0.373 4.784
C 3.587 0.321 -3.554
H 2.725 4.270 2.086
C 0.081 -4.270 0.168
H -3.239 -4.272 3.722
H 3.779 1.398 -1.718
H 0.749 -5.119 0.033
N 1.313 0.831 -0.644
H 0.838 -1.324 -4.610
C 2.204 1.460 0.279
C -0.990 -1.724 -2.707
H -0.166 3.526 2.051
C 1.385 4.487 -0.775
C -5.569 0.637 -1.009
H 3.326 -2.218 -1.647
C 2.778 -0.465 -4.364
H 1.223 1.044 2.428
H 0.736 5.035 1.799
C 1.483 -0.750 -3.959
N -0.227 -0.357 2.020
H 0.208 -1.554 5.675
C -5.635 -0.674 -0.636
H -0.695 1.606 -2.889
H -1.567 -3.314 5.259
H 2.824 -3.708 1.747
H -2.176 0.599 -2.894
N -2.058 -1.247 0.401
C 0.080 -1.215 4.654
H -0.394 -2.547 -2.320
H -3.520 -3.402 1.459
C 1.998 2.754 0.760
H -5.015 3.247 -1.630
C 0.632 0.236 2.837
H 3.141 -0.832 -5.314
C 2.402 -2.703 1.763
N -0.384 -0.417 -2.329
C 2.601 -3.016 -1.495
H 0.526 5.001 -1.210
C -1.836 2.489 -0.760
C 0.168 4.242 1.299
C -4.160 2.676 -1.288
C -3.199 0.616 -0.496
Sb 1.219 -2.486 0.018
C 3.932 2.515 2.207
H 2.067 5.247 -0.374
C 1.029 -0.289 -2.736
H -0.828 2.889 -0.683
H -1.055 -1.817 -3.791
C -2.925 3.259 -1.182
H -6.576 -1.204 -0.691
C 2.875 3.262 1.721
C -1.008 -1.386 2.509
N 0.921 3.552 0.253
H -0.961 0.423 -4.177
H -0.713 4.708 0.855
H 2.085 -3.207 -2.432
Re -0.388 -0.184 -0.109
*
```

And the Mulliken charges, in e, turn out to be: 0.22 0.37 0.36 0.47 -1.11 0.36 -0.30 -0.50 0.46 1.07 0.59 0.23 0.46 -0.28 0.28 -0.42 -1.26 -0.87 0.47 0.49 0.35 -1.25 0.37 -1.24 -0.42 0.99 0.60 -0.67 0.98 0.57 -0.96 0.43 -1.31 0.45 0.49 0.57 1.61 0.40 -0.91 -0.93 0.30 -1.13 -0.85 0.35 -1.04 0.07 0.42 -0.57 0.71 0.49 -1.07 0.33 0.49 0.57 0.49 1.39 -0.97 0.24 0.47 -0.56 0.49 0.45 0.48 -1.14 0.46 -1.22 0.42 0.16 -1.12 -0.99 0.45 0.64 -1.22 0.37 0.48 0.69 0.58 -1.27 0.45 -0.37 0.87 0.77 0.54 0.38 0.39 -1.05

=====

A 10-piece molecular cluster, C12H44N14O10 overall at a distorted geometry, computed with ωB97M-V/def2-TZVPD.

For the maximum force, the calculation gives 2.10 eV Å⁻¹. As for the energy relative to the best compared isomer or geometry (same formula, charge and spin): 12.7 kcal per mole. The calculation puts the HOMO energy at -0.3532 Eh. Its SMILES is NC(N)=O.NC(N)=O.NC(N)=O.NC(N)=O.NC(N)=O.NC(N)=O.NC(N)=O.CC(C)O.CO.CO. For the HOMO-LUMO gap, the calculation gives 9.4 eV.

The geometry in ORCA input format:
```
! RIJCOSX wB97M-V def2-TZVPD def2/J DEFGRID3
* xyz 0 1
H -1.268 -2.364 -1.264
H 3.903 -1.902 1.773
O 5.320 -3.701 0.638
H -4.261 5.877 0.324
N -1.856 -2.584 2.906
H -2.261 -1.669 2.935
C -0.085 2.486 -5.259
H 4.183 0.661 -3.247
C 2.127 1.793 2.120
H -1.619 3.710 0.104
H -1.729 -2.990 1.992
C 5.642 -2.546 0.875
H -0.679 1.073 -3.798
N 0.249 -0.477 0.258
O -5.190 1.147 1.394
C -1.166 1.883 -4.347
N -3.514 5.210 0.329
H -2.338 -1.749 5.103
H -1.807 -3.112 6.016
C -1.812 -3.383 4.015
H 0.824 -1.636 3.389
O -3.721 4.949 -1.912
O 2.612 1.842 0.988
H 1.194 -3.031 1.661
H 3.807 -0.334 -1.833
C -0.399 0.099 -0.777
N -1.413 -3.372 -1.270
H 1.063 -0.041 0.649
H 7.128 -1.048 0.528
H 1.438 -3.212 4.123
O -1.357 -4.523 4.058
N 0.835 1.598 2.512
N -4.424 0.802 -0.705
N -2.041 3.860 -0.787
H 5.059 0.901 -1.691
H -5.348 0.792 -1.092
H 3.077 1.627 -0.759
H -3.687 0.443 -1.293
O 3.101 1.570 -1.730
H -0.260 1.652 -2.006
H 5.198 -0.736 1.738
H -2.299 0.345 0.372
C -2.398 1.363 -5.037
O -0.296 -3.679 0.702
H 0.028 1.585 1.912
O 2.006 -2.828 2.153
O -1.421 -0.408 -1.308
C -1.069 -4.083 -0.178
H -2.892 2.125 -5.647
H 1.092 1.446 -0.859
H -2.147 0.555 -5.726
H 0.637 1.462 3.483
H 0.274 1.748 -5.980
O -1.475 2.856 -3.334
H 7.322 -2.576 -0.200
H -2.830 0.536 2.043
H -3.014 4.958 1.157
N -3.003 0.569 1.058
H -3.115 1.006 -4.298
C -3.099 4.707 -0.881
H -1.976 -3.815 -1.968
C 4.103 0.669 -2.163
H 3.894 2.220 3.068
H 2.478 -1.820 3.851
H 0.798 2.903 -4.777
N 2.944 1.923 3.211
N -2.168 -2.734 5.157
C 1.624 -2.377 3.448
N 4.869 -1.667 1.591
H 2.725 1.672 4.154
H -1.903 -5.862 -0.998
H -1.089 -5.977 0.491
H -1.833 3.417 -1.679
C -4.252 0.913 0.636
N 0.174 1.223 -1.203
H -0.500 3.310 -5.849
N -1.475 -5.388 -0.229
H -0.026 -1.404 0.553
H -2.002 3.525 -3.798
N 6.788 -1.981 0.412
*
```

And the Mulliken charges, in e, turn out to be: 0.04 0.17 -0.62 0.23 -0.07 0.08 -1.51 0.26 0.53 0.12 0.01 0.62 0.13 0.28 -0.72 0.64 -0.38 0.16 0.25 0.63 0.16 -0.69 -0.74 0.36 0.25 1.01 -0.26 -0.12 0.16 0.28 -0.64 -0.21 -0.24 -0.13 0.24 0.20 0.44 0.13 -0.48 -0.11 0.15 0.19 -1.50 -0.73 0.16 -0.51 -0.72 0.66 0.40 0.05 0.40 0.16 0.41 -0.69 0.22 0.09 0.14 -0.19 0.30 0.55 0.18 -0.62 0.23 0.33 0.34 -0.46 -0.47 -0.56 -0.26 0.15 0.16 0.27 0.32 0.46 0.30 0.36 -0.45 -0.24 0.33 -0.41

=====

C4H6N2O2 as an isolated structure at a distorted geometry, computed with ωB97M-V/def2-TZVPD.

For the maximum force, the calculation gives 7.40 eV Å⁻¹. As for the energy relative to the best compared isomer or geometry (same formula, charge and spin): 119.2 kcal per mole. The calculation puts the HOMO energy at -0.2994 Eh. For the HOMO-LUMO gap, the calculation gives 8.6 eV.

The geometry in ORCA input format:
```
! RIJCOSX wB97M-V def2-TZVPD def2/J DEFGRID3
* xyz 0 1
O -0.518 -0.749 -1.473
H 1.089 -2.921 -0.686
C 0.084 -1.198 -0.220
C 0.231 0.171 -0.764
H 1.286 1.299 -1.989
H -0.233 2.090 1.953
O 1.467 0.664 -1.272
H -0.586 2.639 0.286
H 0.153 -2.956 0.667
C -0.753 1.852 1.023
C -0.290 0.559 0.514
N -0.326 -0.624 1.014
N 0.221 -2.599 -0.283
H -1.825 1.773 1.229
*
```

And the natural (NBO) charges, in e, turn out to be: -0.48 0.38 0.41 0.40 0.48 0.25 -0.69 0.23 0.38 -0.68 0.27 -0.40 -0.80 0.25

=====

A 11-piece molecular cluster, C44H88O22S4 overall at a distorted geometry, computed with ωB97M-V/def2-TZVPD.

For the maximum force, the calculation gives 4.00 eV Å⁻¹. The calculation puts the HOMO energy at -0.3624 Eh. Its SMILES is O=S1(=O)CCCC1.O=S1(=O)CCCC1.O=S1(=O)CCCC1.O=S1(=O)CCCC1.CCOC(C)=O.CCOC(C)=O.CCOC(C)=O.CCOC(C)=O.CCOC(C)=O.CCOC(C)=O.CCOC(C)=O. For the HOMO-LUMO gap, the calculation gives 10.2 eV.

The geometry in ORCA input format:
```
! RIJCOSX wB97M-V def2-TZVPD def2/J DEFGRID3
* xyz 0 1
H -4.544 4.288 -0.788
H 5.010 1.470 -2.671
H -1.703 -1.054 1.211
H 3.326 -3.894 -0.837
C -0.917 -5.304 4.809
H 0.424 -5.893 -0.025
H 1.874 0.442 1.004
H -5.119 1.559 1.958
C -1.327 -3.672 -3.953
H -0.938 -1.558 -4.041
C -3.503 -2.468 3.505
C 0.352 5.430 -1.635
O 6.126 5.137 -2.499
C -3.153 -3.331 -0.557
H 0.215 -2.554 -4.933
C -0.847 -2.428 -4.640
C -4.684 2.150 -1.028
H 0.551 -5.509 3.258
C -4.830 3.560 -1.527
C -3.149 -1.013 3.789
C 0.342 -3.139 5.718
H 1.578 3.206 0.567
H -4.362 -4.944 0.439
O 5.298 -1.653 0.288
O 6.006 -0.042 -1.128
H 6.982 1.087 0.964
S 1.059 -0.613 -1.016
S -1.095 -4.141 6.190
H 0.589 -1.157 2.465
H -2.191 0.882 -4.274
H 1.146 -3.224 6.465
C -5.958 -0.886 -2.642
C -4.232 -4.454 -0.561
C 4.355 2.319 -2.416
C 1.425 5.093 -0.664
H -2.378 -3.662 -3.740
H -1.579 1.652 -2.784
C 1.310 3.739 5.908
C 4.187 -3.670 -0.248
C -1.015 5.219 -0.927
H 1.684 -3.233 4.056
H 8.638 3.977 -1.168
H -1.171 -7.980 -4.512
H -0.880 -3.638 -2.944
O -0.881 -4.770 -4.738
H 0.966 3.045 -1.021
H 1.130 -4.276 0.098
H 2.574 -1.092 0.848
O -1.053 4.347 1.498
O -1.781 -3.906 -0.739
C 0.463 -5.107 4.257
O -1.197 3.076 -5.732
O -1.734 3.851 -3.692
C -0.182 1.981 4.807
C 4.924 3.082 -1.292
H -1.377 6.120 -0.376
H -0.789 2.619 4.170
H 3.355 1.985 -2.124
C -0.674 -0.620 -0.579
H 0.226 -4.789 -1.401
H -0.717 3.340 6.385
O -2.158 -5.996 -3.410
H 0.563 5.309 -5.403
H -1.528 4.161 -7.349
H 0.371 4.701 -2.470
H -1.155 0.204 -1.172
O -2.250 -3.249 6.127
H 0.014 -3.125 3.559
C 5.945 -0.481 -0.004
H 4.533 4.087 -1.129
H -1.715 5.049 -5.795
C 1.612 -0.577 0.688
H -0.755 -6.876 -6.043
H -1.715 4.934 -1.733
H 0.395 -6.903 -4.643
H -6.098 -1.833 -2.118
C -1.150 4.322 -6.367
H 1.787 3.902 6.865
H -5.478 -1.099 -3.544
H -0.019 -2.104 5.619
C 0.115 2.721 6.092
O -4.416 -0.453 -0.888
C 0.409 -1.184 1.405
O -4.143 -0.209 3.498
H -5.107 -3.865 -0.846
H -3.614 1.963 -0.990
H -2.979 1.450 4.209
H 0.430 2.088 6.964
H 3.913 -3.600 0.756
C -1.397 1.541 -3.892
H -3.225 -2.783 0.414
H -1.639 -4.966 4.092
H 1.509 5.860 0.107
H -4.267 3.662 -2.433
O -2.023 -0.644 4.100
C 6.843 4.282 -2.043
O 1.485 0.510 -1.772
S -0.770 3.861 0.184
C -1.026 -4.448 0.233
H -0.408 1.099 -4.054
H 1.222 -5.660 4.845
C 6.544 0.166 1.213
H -4.421 -2.465 2.863
H -5.913 3.827 -1.707
C 0.271 4.903 -6.448
O 6.385 3.241 -1.373
O -5.368 1.242 -2.020
H -6.920 -0.390 -2.963
C 0.973 3.755 -0.163
C 0.260 -4.849 -0.284
O -0.862 -4.928 7.388
C -4.062 1.795 2.266
H 8.593 3.366 -2.764
H -3.949 2.864 2.161
H -2.649 -2.959 3.092
S 1.465 1.799 4.013
H 0.944 4.666 5.448
H -4.820 1.471 4.334
H 2.411 4.936 -1.096
C -0.824 -0.469 0.906
C -1.350 -5.945 -4.324
C 0.703 -3.585 4.302
O -1.526 2.696 -0.306
O 1.258 -1.923 -1.585
H -5.140 1.813 -0.096
C -5.156 0.005 -1.751
C -3.938 1.246 3.662
H -0.895 0.573 1.212
H 0.427 6.437 -1.975
H 5.447 -2.467 -1.690
C -0.670 -7.041 -4.957
O -1.228 -4.420 1.423
H -3.928 -2.870 4.455
C 8.287 4.195 -2.147
H 5.721 0.178 1.979
H -3.891 -5.166 -1.272
C 4.709 -2.329 -0.790
H -1.504 -2.260 -5.519
O 1.406 2.239 2.626
H 4.418 2.957 -3.292
H 1.030 4.181 -6.713
H 0.321 -2.216 1.155
H 8.646 5.141 -2.518
H 4.777 2.604 -0.295
H -1.179 -6.248 5.213
H 7.188 -0.642 1.523
O 2.035 0.469 4.128
H 0.233 5.702 -7.128
H -0.581 0.943 4.824
H -3.372 1.271 1.620
C 2.368 3.051 5.052
H 2.906 3.721 4.413
H 4.980 -4.392 -0.368
H -3.316 -2.685 -1.356
H 3.050 2.486 5.648
H 3.906 -1.696 -1.134
C -1.465 2.950 -4.422
H -1.005 -1.578 -0.932
*
```

Atom charges from the Mulliken analysis, given in e for atoms 1 to 99: 0.37 0.35 -0.95 0.21 -0.56 0.61 -0.04 0.26 0.92 0.01 -0.53 -0.56 -0.59 0.47 0.33 -1.04 1.06 0.24 -1.49 0.73 -0.58 0.66 0.26 -0.34 -0.54 0.27 0.75 1.02 0.28 0.39 0.41 -1.21 -1.55 -0.59 -0.52 0.27 -0.30 -0.53 -1.27 -0.62 0.74 0.33 0.30 -0.63 -0.37 -0.21 -0.18 0.63 -0.90 0.11 -0.82 -0.39 -0.58 0.03 -0.17 0.43 0.23 -0.12 1.15 -0.12 0.34 -0.56 0.15 0.39 -0.02 -0.78 -0.59 -0.85 0.79 0.59 0.24 -0.37 0.32 0.05 0.26 0.27 -0.25 0.33 0.28 0.14 -0.74 -0.40 0.33 -0.37 0.43 -0.42 -0.01 0.32 0.33 0.14 -0.28 0.02 0.36 0.14 -0.39 0.86 -0.65 1.27 0.38

=====

One molecule with the formula C3H8N2O at a distorted geometry, computed with ωB97M-V/def2-TZVPD.

For the maximum force, the calculation gives 4.71 eV Å⁻¹. As for the energy relative to the best compared isomer or geometry (same formula, charge and spin): 73.9 kcal per mole. The calculation puts the HOMO energy at -0.3171 Eh. Its SMILES is NCNCC=O. For the HOMO-LUMO gap, the calculation gives 9.3 eV.

The geometry in ORCA input format:
```
! RIJCOSX wB97M-V def2-TZVPD def2/J DEFGRID3
* xyz 0 1
H -0.238 1.618 0.482
N 0.414 -0.331 -0.154
H -1.635 -0.180 0.016
C -0.884 -0.345 -0.758
N -1.212 -1.342 -1.801
H 1.595 -0.346 2.210
H -0.879 0.620 -1.285
H -0.532 -2.099 -1.691
C 1.141 0.734 2.045
O 0.848 1.650 2.839
H 0.764 -1.200 0.299
H 1.509 1.335 -0.084
C 0.718 0.919 0.520
H -1.607 -1.032 -2.637
*
```

And the natural (NBO) charges, in e, turn out to be: 0.21 -0.67 0.14 -0.03 -0.88 0.12 0.16 0.38 0.43 -0.51 0.36 0.22 -0.32 0.39

=====

The records above yield M values of 877.74 544.57 114.10 1097.43 88.11 g mol⁻¹, respectively.